Computed, not measured: a structure of composition C44H44Cl3GeN3OsTe at a distorted geometry, with ωB97M-V/def2-TZVPD.

Summary:
- Kohn-Sham gap (spin up / spin down): 6.496 / 6.601 eV
- Electronic energy: -5683.4021 Eh
- LUMO level (spin up / spin down): -0.1409 / -0.1558 hartree
- Charge: +1
- Relative energy (zero: lowest compared OMol25 entry of this formula, charge and spin): 0.6604 eV
- Spin multiplicity: 2
- HOMO energy (spin up / spin down): -10.331 / -10.841 eV

Geometry as XYZ:
```
97
C44H44Cl3GeN3OsTe | the Open Molecules 2025 dataset | ωB97M-V/def2-TZVPD
C 0.60069 0.65926 3.67700
C -5.84142 -2.08152 -3.18474
C -1.83353 1.27480 3.66323
H -2.91925 -5.61264 -0.63617
C -3.66623 -1.15862 -3.51681
H 4.33822 1.77230 -4.31919
H -5.13684 0.56740 5.57767
C -1.76223 -4.32117 1.27724
H 2.22420 4.72907 1.83946
C 4.97109 1.98494 -0.51841
H 0.05358 3.28060 3.99650
C -2.42848 2.26207 4.44062
H 1.37067 0.41168 -4.83580
N -2.03801 -1.93180 -1.45742
H -0.01756 -1.77642 2.62061
C 3.67616 1.89212 -1.01337
H -0.77458 -4.03134 3.16616
C 1.46026 4.32340 -1.43829
C -4.72159 -2.40203 -5.28556
C 2.00607 4.98317 0.80905
H 5.14277 2.03087 0.54956
C 1.47589 5.65414 -1.83165
C -0.02372 1.35280 -3.50701
C -3.65386 -0.21687 4.23536
Os 0.23675 -0.05470 0.22718
C 1.77257 6.64869 -0.91000
C -0.06976 2.95469 2.96537
C -0.62123 -2.31376 1.89773
C 1.72522 3.98874 -0.12104
C -4.22335 0.76600 5.03338
H -2.67888 -2.49821 -1.99597
H -0.00452 -0.60904 -4.40808
H -2.20224 -4.65764 -1.92218
H -0.80278 3.59252 2.46819
H -2.03928 -0.73665 2.93767
C -0.02023 2.55346 -4.21992
N -2.52713 -0.41955 -3.06725
C 0.69686 0.13813 -4.02532
H -4.63935 -1.44608 -0.53462
H -2.21918 0.36126 -3.62532
H -4.04960 2.78291 5.73653
H -3.77672 -4.20204 -1.24110
C 3.44506 1.80996 -2.37634
C -5.81735 -2.61939 -4.46132
C -3.61046 2.00564 5.12497
C -3.64530 -1.67621 -4.80723
H -4.12732 -1.18563 4.13928
H 0.88484 3.07681 2.46468
C 6.04161 2.01791 -1.40108
C -2.78385 -4.59611 -0.99813
H -2.77791 -1.50491 -5.43377
H 2.44031 1.71855 -2.76703
H 0.89877 1.18485 4.58390
H -4.70298 -2.79790 -6.29162
H -1.98729 3.24428 4.53623
H -1.91363 2.37517 -0.87959
H 6.65030 1.96268 -3.45597
H 7.04957 2.10902 -1.01900
N -0.81852 0.08464 -1.55374
H 1.24793 3.55235 -2.16200
H -0.68926 4.58425 -4.33949
H 1.27631 -0.34019 -3.23887
H -1.54449 1.58453 1.07966
H -1.89066 4.49450 -2.17141
C -0.93158 -1.70556 0.67240
Cl 3.60613 -0.86844 1.13539
C -4.87097 -0.71542 -1.31429
H -4.18782 0.12570 -1.19871
C -2.07068 -3.77589 0.04655
H -5.88473 -0.35975 -1.13598
H 1.48950 0.52848 3.05257
Te 2.12434 1.97496 0.41797
C 5.81490 1.94198 -2.76862
C -1.37309 3.62213 -2.54719
C -1.66395 -2.45677 -0.21806
C 2.03000 6.31355 0.41120
H 2.27579 7.08359 1.13056
Cl 2.07290 -3.70104 0.18388
C -2.47154 0.03716 3.55956
H -6.66015 -3.19562 -4.81924
C -1.38016 2.44492 -1.81983
C -1.77550 -0.74482 -1.98797
C -4.77978 -1.32697 -2.68868
C 4.51927 1.83535 -3.25363
C -0.49096 1.46781 2.94534
C -0.72740 1.31375 -2.30026
H 1.81773 7.68359 -1.22267
H -6.71109 -2.23418 -2.55669
C -0.67141 1.08355 1.51577
H 0.23261 -0.31914 3.97697
C -1.03524 -3.59226 2.21203
H 0.52315 2.59903 -5.15627
Cl 3.28433 -1.58603 -2.16866
Ge 2.12955 -1.62199 -0.34299
H -2.07821 -5.33121 1.50617
C -0.69716 3.67134 -3.75816
H 1.27876 5.90829 -2.86548
```